No. 1
Molecular formula: C20H16BCl3FO5S2
Method: DFT, wB97M-V/def2-TZVPD

Each line ends with the natural charge from an NBO analysis.
Element x y z (Å)
1 Cl -3.400 -2.707 -0.213  -0.30
2 B -1.584 -2.314 -0.460  0.52
3 Cl -0.622 -3.844 0.041  -0.31
4 Cl -1.320 -2.239 -2.389  -0.37
5 O -1.234 -1.087 0.167  -0.79
6 C 0.122 -0.654 -0.040  0.33
7 C 0.971 -0.914 1.226  -0.09
8 C 2.308 -1.235 1.082  -0.14
9 C 3.096 -1.532 2.206  -0.27
10 C 2.518 -1.535 3.486  -0.23
11 C 1.143 -1.365 3.599  -0.24
12 C 0.349 -1.157 2.460  -0.11
13 H 0.540 -1.260 -0.879  0.24
14 H 2.740 -1.292 0.081  0.22
15 H 4.161 -1.732 2.093  0.20
16 H 3.146 -1.674 4.376  0.20
17 H 0.673 -1.380 4.588  0.20
18 H -0.729 -1.298 2.524  0.24
19 F -0.195 3.044 -1.389  -0.31
20 C 0.384 2.287 -0.306  0.14
21 S 2.230 2.547 -0.381  2.11
22 C 2.404 3.023 1.366  -0.24
23 C 3.021 2.057 2.135  -0.22
24 C 3.050 2.195 3.513  -0.19
25 C 2.574 3.365 4.105  -0.19
26 C 2.026 4.383 3.315  -0.21
27 C 1.927 4.218 1.927  -0.22
28 O 2.985 1.377 -0.754  -0.85
29 O 2.361 3.825 -1.081  -0.90
30 S -0.762 1.732 0.891  1.16
31 C -2.366 1.453 0.059  -0.16
32 C -3.414 1.940 0.858  -0.20
33 C -4.713 1.953 0.377  -0.23
34 C -4.983 1.411 -0.890  -0.22
35 C -3.943 0.894 -1.674  -0.13
36 C -2.620 0.960 -1.227  -0.21
37 O 0.177 0.457 -0.719  -0.66
38 O -0.364 1.234 2.270  -0.86
39 H 3.431 1.181 1.630  0.26
40 H 3.446 1.370 4.107  0.23
41 H 2.626 3.476 5.186  0.21
42 H 1.659 5.301 3.782  0.22
43 H 1.485 5.000 1.306  0.24
44 H -3.155 2.310 1.857  0.23
45 H -5.492 2.374 1.016  0.21
46 H -6.011 1.388 -1.252  0.21
47 H -4.152 0.413 -2.633  0.22
48 H -1.824 0.558 -1.861  0.28

Calculated values
* frontier orbital gap: 6.056 eV
* total charge: -1
* energy above the lowest of the compared OMol25 structures with the same formula, charge and spin: 126.16 kcal/mol
* LUMO level: 1.46 eV
* E_HOMO: -4.60 eV



No. 2
Molecular formula: C20H16F3NO3PTi
Method: DFT, wB97M-V/def2-TZVPD

Each line ends with the Mulliken charge.
Element x y z (Å)
1 Ti 1.877 1.066 -0.168  0.66
2 N 1.872 0.711 1.959  -0.19
3 C 0.791 -0.194 2.415  0.83
4 C 0.571 -0.281 3.779  -0.63
5 C -0.404 -1.131 4.276  -0.63
6 C -1.159 -1.899 3.402  -0.83
7 C -0.940 -1.802 2.037  -0.41
8 C 0.027 -0.944 1.519  -0.40
9 P 0.256 -0.834 -0.295  1.29
10 C -0.313 -2.369 -1.022  0.18
11 C -1.539 -2.435 -1.678  -0.02
12 C -1.946 -3.637 -2.236  -0.74
13 C -1.136 -4.759 -2.139  -0.44
14 C 0.089 -4.689 -1.486  -0.73
15 C 0.509 -3.493 -0.933  -0.27
16 C -0.808 0.538 -0.816  -0.08
17 C -1.537 1.308 0.091  -0.21
18 C -2.201 2.442 -0.350  -0.77
19 C -2.149 2.806 -1.687  -0.45
20 C -1.442 2.032 -2.598  -0.78
21 C -0.767 0.904 -2.168  -0.14
22 H 2.769 0.263 2.161  0.38
23 H 1.843 1.550 2.547  0.40
24 H 1.173 0.312 4.459  0.44
25 H -0.564 -1.197 5.344  0.41
26 H -1.917 -2.571 3.779  0.44
27 H -1.531 -2.400 1.355  0.46
28 H -2.172 -1.560 -1.749  0.41
29 H -2.898 -3.695 -2.747  0.43
30 H -1.457 -5.693 -2.580  0.41
31 H 0.720 -5.564 -1.420  0.42
32 H 1.471 -3.432 -0.438  0.43
33 H -1.582 1.032 1.138  0.42
34 H -2.759 3.046 0.354  0.45
35 H -2.658 3.699 -2.022  0.42
36 H -1.405 2.319 -3.640  0.42
37 H -0.195 0.315 -2.878  0.50
38 O 3.245 0.575 -0.754  -0.55
39 F 3.962 4.706 -1.548  -0.24
40 C 3.185 4.409 -0.516  0.84
41 F 3.743 3.378 0.165  -0.24
42 F 3.131 5.458 0.303  -0.25
43 C 1.760 4.039 -0.989  0.21
44 O 1.088 4.855 -1.535  -0.47
45 O 1.397 2.813 -0.689  -0.40

Calculated values
* frontier orbital gap: 8.383 eV
* total charge: +1
* energy above the lowest of the compared OMol25 structures with the same formula, charge and spin: 0.00 kcal/mol
* LUMO level: -3.95 eV
* E_HOMO: -12.34 eV



No. 3
Molecular formula: C20H16FN2
Method: DFT, wB97M-V/def2-TZVPD

Each line ends with the natural charge from an NBO analysis.
Element x y z (Å)
1 F 4.540 2.627 1.945  -0.32
2 C 3.502 2.038 1.262  0.42
3 C 3.453 0.635 1.251  -0.27
4 C 2.247 0.047 0.851  -0.18
5 C 1.103 0.835 0.654  -0.09
6 C -0.210 0.075 0.675  -0.04
7 C -1.441 1.121 0.764  -0.10
8 C -2.732 0.673 0.453  -0.22
9 C -3.886 1.421 0.726  -0.20
10 C -3.797 2.662 1.368  -0.18
11 C -2.530 3.174 1.683  -0.22
12 C -1.379 2.420 1.352  -0.15
13 N -0.158 -0.691 -0.521  -0.31
14 C -0.539 -0.137 -1.667  0.33
15 N -0.527 -1.057 -2.640  -0.48
16 C 0.042 -2.256 -2.162  0.11
17 C 0.195 -3.509 -2.776  -0.21
18 C 0.713 -4.545 -2.004  -0.17
19 C 1.010 -4.325 -0.639  -0.19
20 C 0.795 -3.071 -0.027  -0.17
21 C 0.322 -2.030 -0.826  0.10
22 C 1.317 2.188 0.326  -0.20
23 C 2.528 2.822 0.652  -0.28
24 H 4.293 0.004 1.559  0.25
25 H 2.171 -1.048 0.748  0.21
26 H -0.315 -0.532 1.591  0.25
27 H -2.860 -0.302 -0.019  0.21
28 H -4.850 1.044 0.421  0.23
29 H -4.677 3.264 1.604  0.23
30 H -2.417 4.161 2.171  0.24
31 H -0.438 2.943 1.579  0.22
32 H -0.900 0.873 -1.768  0.27
33 H -0.929 -0.909 -3.561  0.45
34 H -0.094 -3.624 -3.814  0.24
35 H 0.884 -5.524 -2.466  0.25
36 H 1.395 -5.196 -0.109  0.25
37 H 0.967 -2.936 1.039  0.24
38 H 0.526 2.790 -0.128  0.23
39 H 2.677 3.878 0.453  0.25

Calculated values
* frontier orbital gap: 8.458 eV
* total charge: +1
* energy above the lowest of the compared OMol25 structures with the same formula, charge and spin: 0.00 kcal/mol
* LUMO level: -3.44 eV
* E_HOMO: -11.90 eV



No. 4
Molecular formula: C20H16FN5O5Tc
Method: DFT, wB97M-V/def2-TZVPD

Each line ends with the natural charge from an NBO analysis.
Element x y z (Å)
1 Tc -0.153 -1.143 1.004  1.40
2 C -0.429 2.891 2.440  -0.71
3 C -0.377 1.424 2.297  0.42
4 N 0.202 0.803 1.272  -0.27
5 N 1.081 1.430 0.511  -0.15
6 C 1.910 0.461 -0.031  0.59
7 O 1.744 -0.752 0.327  -0.62
8 C 2.934 0.878 -0.934  -0.09
9 C 3.061 2.238 -1.292  -0.10
10 C 4.040 2.615 -2.184  -0.23
11 C 4.896 1.653 -2.715  -0.05
12 C 4.782 0.304 -2.361  -0.20
13 C 3.809 -0.088 -1.476  -0.13
14 C -0.794 0.479 3.321  0.10
15 C -1.369 0.851 4.521  -0.15
16 C -1.588 -0.127 5.489  -0.11
17 C -1.224 -1.431 5.223  -0.18
18 C -0.673 -1.744 3.982  0.11
19 N -0.456 -0.818 3.059  -0.42
20 H -0.079 3.386 1.540  0.27
21 H 0.185 3.209 3.288  0.28
22 H -1.457 3.196 2.649  0.28
23 H 2.394 2.972 -0.864  0.24
24 H 4.147 3.653 -2.467  0.25
25 H 5.667 1.954 -3.412  0.25
26 H 5.462 -0.423 -2.783  0.25
27 H 3.705 -1.124 -1.184  0.25
28 H -1.635 1.882 4.703  0.26
29 H -2.033 0.139 6.438  0.26
30 H -1.368 -2.216 5.952  0.27
31 H -0.412 -2.762 3.725  0.24
32 F -3.174 -1.058 -5.632  -0.25
33 C -2.509 -1.166 -4.502  0.28
34 C -3.104 -1.552 -3.374  -0.02
35 N -2.397 -1.663 -2.172  -0.37
36 C -3.076 -2.164 -0.968  -0.32
37 C -2.708 -1.253 0.194  0.77
38 O -2.983 -0.084 0.217  -0.55
39 O -1.946 -1.839 1.133  -0.69
40 C -1.085 -1.372 -2.119  0.83
41 O -0.394 -1.464 -1.066  -0.73
42 N -0.489 -0.981 -3.260  -0.60
43 C -1.083 -0.834 -4.543  0.60
44 O -0.438 -0.481 -5.481  -0.48
45 H -4.156 -1.794 -3.338  0.26
46 H -2.786 -3.194 -0.771  0.24
47 H -4.148 -2.108 -1.141  0.26
48 H 0.503 -0.783 -3.216  0.44

Calculated values
* frontier orbital gap (alpha / beta): 7.309 / 4.986 eV
* total charge: +2
* energy above the lowest of the compared OMol25 structures with the same formula, charge and spin: 0.00 kcal/mol
* multiplicity: 4
* LUMO level (alpha / beta): -7.53 / -9.80 eV
* E_HOMO (alpha / beta): -14.84 / -14.78 eV
* <S²>: 3.81



No. 5
Molecular formula: C20H16IN5O4S2SeTl
Method: DFT, wB97M-V/def2-TZVPD

Each line ends with the natural charge from an NBO analysis.
Element x y z (Å)
1 Tl -1.854 -0.045 -0.103  0.74
2 C 0.046 -5.293 0.467  -0.71
3 S 1.155 -5.557 -0.952  0.25
4 C 1.096 -3.925 -1.388  -0.18
5 S -0.261 -3.123 -1.962  -0.09
6 N 2.303 -3.242 -1.141  -0.25
7 N 2.183 -1.950 -1.199  0.06
8 C 3.099 -1.076 -1.165  0.01
9 C 2.686 0.338 -1.282  0.12
10 C 3.254 1.243 -2.130  -0.24
11 C 3.189 2.639 -1.840  -0.17
12 C 2.310 3.089 -0.837  -0.26
13 C 1.594 2.070 -0.144  0.04
14 N 1.810 0.766 -0.336  -0.39
15 H -0.940 -5.186 0.027  0.24
16 H 0.352 -4.311 0.892  0.24
17 H 0.166 -6.150 1.161  0.23
18 H 4.180 -1.337 -1.007  0.22
19 H 3.936 0.915 -2.896  0.21
20 H 3.821 3.306 -2.457  0.22
21 H 2.152 4.167 -0.569  0.23
22 H 0.813 2.264 0.630  0.25
23 O -1.178 -1.656 1.879  -0.65
24 C -0.698 -1.693 3.060  0.40
25 C -0.027 -0.597 3.742  -0.27
26 C 0.604 -0.925 4.935  -0.12
27 C 1.120 0.094 5.674  -0.10
28 C 1.085 1.455 5.277  -0.16
29 C 0.465 1.814 4.119  -0.30
30 C -0.080 0.787 3.202  0.47
31 O -0.508 1.150 2.098  -0.69
32 N 1.826 -0.125 6.919  0.52
33 O 2.085 -1.298 7.261  -0.43
34 O 2.172 0.877 7.587  -0.43
35 H -0.807 -2.665 3.647  0.12
36 H 0.721 -1.939 5.328  0.24
37 H 1.719 2.146 5.830  0.24
38 H 0.397 2.875 3.758  0.21
39 I -4.956 0.326 0.061  -0.83
40 Se -1.434 0.089 -4.448  0.33
41 C -2.834 1.176 -4.915  -0.25
42 C -4.022 0.615 -5.425  -0.27
43 C -5.150 1.422 -5.540  0.06
44 N -5.049 2.724 -5.358  -0.44
45 C -3.929 3.288 -4.985  0.06
46 C -2.803 2.547 -4.658  -0.28
47 H -3.949 -0.445 -5.659  0.21
48 H -6.128 0.975 -5.720  0.20
49 H -3.864 4.361 -4.989  0.19
50 H -1.870 3.020 -4.451  0.21

Calculated values
* frontier orbital gap (alpha / beta): 3.941 / 4.331 eV
* total charge: -1
* energy above the lowest of the compared OMol25 structures with the same formula, charge and spin: 6.22 kcal/mol
* LUMO level (alpha / beta): -0.89 / -0.50 eV
* E_HOMO (alpha / beta): -4.83 / -4.83 eV